Density functional theory data (the ωB97M-V functional and the def2-TZVPD basis) for a 2-piece molecular cluster, C5H13NO overall in a non-equilibrium geometry.

- HOMO-LUMO gap: 0.3478 Eh
- Net charge: 0
- SMILES: C=CCCNC.O
- LUMO level: 0.027 Ha
- Total energy: -328.24109 hartree
- ΔE to the lowest compared entry with this formula, charge and spin: 48.8 kcal per mole

Geometry (Å):
C (0.122, 1.879, 1.909)
N (0.265, 0.666, 1.132)
C (0.671, 0.821, -0.269)
C (1.385, -0.483, -0.643)
C (0.424, -1.636, -0.896)
C (0.587, -2.786, -0.245)
H (-0.747, 2.523, 1.680)
H (1.076, 2.447, 1.779)
H (0.160, 1.749, 2.994)
H (-0.674, 0.277, 1.164)
H (1.289, 1.716, -0.410)
H (-0.127, 1.031, -1.004)
H (1.863, -0.784, 0.284)
H (2.059, -0.323, -1.488)
H (-0.309, -1.481, -1.684)
H (1.416, -2.830, 0.457)
H (-0.047, -3.671, -0.263)
H (-2.766, -0.423, -1.614)
H (-3.739, 0.846, -1.573)
O (-2.908, 0.462, -1.309)

Forces on the atoms, in the same order (eV/Å):
1.6 1.5 0.1
-1.4 0.3 0.3
-0.1 0.1 -0.4
-0.7 -0.1 0.1
0.6 0.0 -0.3
-0.1 0.2 0.3
0.3 -0.2 -0.1
-0.8 0.1 -0.3
-0.4 -0.7 -0.1
0.3 -0.6 -0.3
0.4 -0.4 0.5
-0.3 -0.3 0.5
0.9 0.2 -0.3
0.1 -0.2 0.1
-0.2 -0.2 0.2
-0.1 -0.1 0.1
0.0 0.3 -0.4
-0.5 -0.6 -0.5
-0.3 -0.5 -0.4
0.9 1.0 0.9